(1)
Below is C55H55BrN4O2SSbSiTi as an isolated structure, with properties calculated with ωB97M-V/def2-TZVPD.

CARTESIAN COORDINATES (ANGSTROEM)
Ti 0.04 -0.11 -0.81
Br -6.70 3.04 3.11
C -6.59 1.15 3.08
C -7.71 0.41 2.73
C -7.61 -0.97 2.70
C -6.41 -1.61 2.97
C -5.31 -0.85 3.37
C -5.40 0.53 3.42
N -6.44 -3.05 2.96
N -5.54 -3.73 2.45
C -4.48 -3.13 1.71
C -3.20 -3.52 2.02
C -2.08 -2.90 1.46
C -2.22 -1.86 0.55
O -1.21 -1.26 0.04
C -3.56 -1.50 0.14
N -3.68 -0.51 -0.79
C -4.87 -0.23 -1.24
C -6.04 -0.91 -0.85
C -5.94 -1.87 0.12
C -4.68 -2.17 0.68
H -8.64 0.91 2.49
H -8.47 -1.58 2.44
H -4.37 -1.33 3.62
H -4.54 1.12 3.71
H -3.08 -4.30 2.76
H -1.08 -3.19 1.75
H -4.93 0.56 -1.99
H -6.98 -0.67 -1.31
H -6.82 -2.41 0.44
C 1.84 -1.05 -1.24
Si -1.18 -0.40 -3.32
C -1.71 1.41 -2.95
N -0.97 1.84 -1.71
C 0.06 2.86 -2.02
C -0.50 4.21 -2.44
C -1.46 4.74 -1.38
C -2.55 3.70 -1.11
C -1.92 2.38 -0.70
C -2.80 -1.33 -3.72
C -3.77 -0.79 -4.58
C -4.96 -1.46 -4.83
C -5.21 -2.68 -4.23
C -4.26 -3.24 -3.39
C -3.07 -2.57 -3.14
C -0.40 -0.32 -5.07
C -0.27 -1.51 -5.80
C 0.30 -1.54 -7.06
C 0.76 -0.37 -7.65
C 0.64 0.82 -6.96
C 0.07 0.84 -5.70
H 2.66 -1.10 -0.52
H 1.79 -1.91 -1.90
H -2.78 1.46 -2.74
H -1.52 2.11 -3.76
H 0.70 2.45 -2.80
H 0.68 2.95 -1.12
H -1.02 4.13 -3.40
H 0.34 4.90 -2.59
H -1.90 5.69 -1.70
H -0.91 4.93 -0.45
H -3.17 3.58 -2.00
H -3.21 4.03 -0.30
H -2.67 1.61 -0.54
H -1.35 2.50 0.23
H -3.58 0.16 -5.06
H -5.70 -1.01 -5.49
H -6.14 -3.20 -4.42
H -4.45 -4.20 -2.92
H -2.35 -3.00 -2.45
H -0.62 -2.43 -5.36
H 0.38 -2.49 -7.59
H 1.21 -0.40 -8.64
H 1.00 1.74 -7.41
H 0.00 1.80 -5.19
C 3.83 1.14 -2.92
C 2.56 0.36 -3.20
C 2.84 -0.93 -3.93
O 1.84 0.19 -1.96
H 4.36 1.34 -3.86
H 4.50 0.56 -2.27
H 3.61 2.09 -2.43
H 1.89 0.97 -3.81
H 3.53 -1.56 -3.37
H 3.29 -0.70 -4.89
H 1.92 -1.48 -4.12
S 0.72 1.01 0.89
Sb 4.17 1.52 0.81
C 4.77 3.52 0.32
C 4.31 4.62 1.05
C 4.59 5.91 0.63
C 5.32 6.14 -0.52
C 5.77 5.06 -1.27
C 5.48 3.76 -0.86
C 4.04 1.89 2.93
C 5.12 2.48 3.59
C 5.07 2.70 4.96
C 3.95 2.32 5.69
C 2.88 1.72 5.04
C 2.93 1.50 3.66
C 6.18 0.73 1.04
C 7.38 1.33 0.66
C 8.58 0.65 0.79
C 8.61 -0.65 1.28
C 7.42 -1.26 1.66
C 6.22 -0.58 1.53
H 3.75 4.46 1.96
H 4.22 6.75 1.22
H 5.53 7.15 -0.84
H 6.33 5.22 -2.18
H 5.82 2.94 -1.47
H 6.00 2.78 3.04
H 5.91 3.17 5.46
H 3.91 2.48 6.76
H 2.01 1.42 5.60
H 2.08 1.05 3.16
H 7.39 2.35 0.30
H 9.51 1.14 0.49
H 9.55 -1.18 1.37
H 7.43 -2.27 2.05
H 5.31 -1.07 1.83

Its net charge is -1. The LUMO energy is 1.9 eV. The total energy is -6849.80967 a.u. Its energy relative to the best compared isomer or geometry (same formula, charge and spin) is 254.7 kJ/mol.

Atom charges from the Mulliken analysis, given in e for atoms 1 to 6: Ti 0.0083; Br -0.2048; C 0.0767; C -0.5406; C -0.1942; C 0.1425


(2)
Below is a 6-piece molecular cluster, C55H57BrN4O10S2 overall at a distorted geometry, with properties calculated with ωB97M-V/def2-TZVPD.

CARTESIAN COORDINATES (ANGSTROEM)
C -2.10 -2.13 -0.12
C -1.29 -2.79 1.10
C -0.91 -1.69 2.21
C -2.12 -1.63 3.23
N -1.99 -0.67 4.35
C -1.55 0.68 3.92
C -2.17 1.86 4.80
C -3.74 1.95 4.71
C -4.22 3.07 3.66
C -3.89 2.46 2.23
C -4.83 1.41 1.70
C -4.50 0.82 0.39
C -3.27 1.24 -0.38
N -3.03 0.59 -1.58
C -1.88 0.99 -2.19
C -1.50 0.25 -3.54
C -1.45 1.20 -4.79
N -0.57 0.96 -5.70
C -0.99 2.05 -1.62
C 0.33 2.39 -2.43
C 1.51 2.71 -1.39
C 2.89 2.30 -2.08
Br 1.62 4.68 -1.08
N -1.18 2.74 -0.46
C -2.36 2.28 0.14
C -2.72 2.89 1.48
C -1.21 -1.19 5.45
S -1.93 -1.24 6.95
S 0.52 -1.77 5.30
C 1.65 -0.31 5.17
C 2.25 -0.09 3.71
C 2.56 1.45 3.44
H -3.16 -2.05 0.23
H -2.04 -2.76 -1.05
H -1.62 -1.13 -0.29
H -0.33 -3.24 0.68
H -1.86 -3.63 1.57
H 0.06 -2.03 2.65
H -0.75 -0.71 1.66
H -3.03 -1.31 2.63
H -2.36 -2.68 3.57
H -1.82 0.83 2.85
H -0.42 0.81 3.99
H -1.67 2.85 4.61
H -1.93 1.56 5.87
H -4.19 2.26 5.70
H -4.22 0.96 4.46
H -5.32 3.28 3.75
H -3.58 4.00 3.74
H -5.75 1.06 2.27
H -5.14 0.02 -0.04
H -2.31 -0.52 -3.74
H -0.55 -0.36 -3.41
H -2.11 2.09 -4.96
H -0.03 0.14 -5.38
H 0.70 1.51 -3.03
H 0.18 3.32 -3.03
H 1.33 2.15 -0.43
H 3.69 2.26 -1.31
H 2.81 1.31 -2.60
H 3.17 3.05 -2.88
H -2.07 3.67 1.98
H 2.54 -0.55 5.83
H 1.23 0.65 5.56
H 1.51 -0.41 2.93
H 3.18 -0.71 3.53
H 3.20 1.61 2.50
H 2.99 1.94 4.35
H 1.56 1.93 3.19
C 7.17 2.71 2.16
C 8.01 3.73 2.00
C 7.77 4.77 0.97
O 8.54 5.70 0.83
C 6.57 4.62 0.12
C 5.73 3.60 0.28
C 5.97 2.56 1.31
O 5.20 1.63 1.46
H 7.33 1.94 2.91
H 8.89 3.85 2.62
H 6.41 5.39 -0.62
H 4.85 3.48 -0.33
C -10.62 -0.47 0.36
C -9.66 -0.67 1.26
C -8.68 0.39 1.59
O -7.80 0.21 2.41
C -8.82 1.69 0.89
C -9.79 1.89 -0.01
C -10.76 0.82 -0.34
O -11.64 1.01 -1.16
H -11.34 -1.24 0.11
H -9.54 -1.61 1.78
H -8.10 2.46 1.14
H -9.90 2.83 -0.53
C 3.09 1.73 -7.67
C 2.23 1.33 -6.73
C 2.69 0.50 -5.59
O 1.91 0.13 -4.73
C 4.12 0.15 -5.52
C 4.98 0.55 -6.46
C 4.53 1.38 -7.60
O 5.30 1.75 -8.46
H 2.78 2.33 -8.51
H 1.18 1.58 -6.76
H 4.44 -0.45 -4.68
H 6.03 0.30 -6.43
C 5.37 -0.91 -0.46
C 5.60 -0.55 -1.72
C 6.23 -1.47 -2.69
O 6.42 -1.13 -3.84
C 6.61 -2.82 -2.20
C 6.39 -3.18 -0.94
C 5.75 -2.25 0.03
O 5.55 -2.58 1.18
H 4.91 -0.24 0.25
H 5.32 0.43 -2.10
H 7.07 -3.48 -2.92
H 6.66 -4.16 -0.56
C -0.37 -8.30 0.09
C -1.26 -7.40 0.50
C -1.85 -6.42 -0.45
O -2.65 -5.59 -0.09
C -1.42 -6.50 -1.87
C -0.53 -7.41 -2.27
C 0.06 -8.38 -1.32
O 0.87 -9.21 -1.69
H 0.07 -9.02 0.77
H -1.59 -7.32 1.53
H -1.86 -5.79 -2.55
H -0.20 -7.48 -3.30

Its net charge is 0. Its SMILES is [H]/N=C\Cc1nc2ccc(CCCCN(CCCC)C(=S)SCCC)cc2nc1C[C@@H](C)Br.O=C1C=CC(=O)C=C1.O=C1C=CC(=O)C=C1.O=C1C=CC(=O)C=C1.O=C1C=CC(=O)C=C1.O=C1C=CC(=O)C=C1. The LUMO energy is -1.9 eV. The total energy is -6471.47727 a.u.

Atom charges from the Mulliken analysis, given in e for atoms 1 to 6: C -0.5053; C -1.0622; C 0.9275; C -1.0394; N 0.4814; C 1.3300